Record 1
62
Properties=species:S:1:pos:R:3:nbo_charge:R:1 method="wB97M-V/def2-TZVPD" de_lowest_kcal_mol=259.2 total_charge=+1 e_homo_ev="-12.53 / -13.46" s2=3.909 largest_force_ev_per_a=4.22 spin_multiplicity=4 gap_ev="6.334 / 8.241" e_tot_ha=-2761.55440
V 0.90257 0.40006 -0.67989 1.71
F 3.37558 0.98983 -2.10243 -0.73
O -0.85253 3.17147 -1.70702 -0.74
O -0.63344 4.97344 -3.07942 -0.47
O -4.26456 -0.60834 1.28540 -0.50
O -1.94374 -3.57883 -3.58143 -0.50
O -0.87917 -2.53494 -5.18717 -0.48
O 2.01998 2.71299 1.75804 -0.72
O -0.67511 -1.72537 -3.05730 -0.72
O -3.36579 -1.97498 2.74715 -0.51
O -2.11573 5.00699 -1.49232 -0.49
O 2.24821 -2.50475 0.64574 -0.74
O 2.00035 3.14196 4.05803 -0.50
O 3.10213 -4.65196 0.70025 -0.49
O 4.16128 -3.05337 1.64454 -0.46
O 3.84239 3.67562 2.86610 -0.49
O -1.94862 -0.82351 1.36749 -0.70
C 0.64651 4.56761 -3.61690 -0.27
C 2.57597 3.10375 2.82221 1.02
C -5.55785 -0.90897 1.81143 -0.27
C -1.20447 4.25198 -2.15422 1.01
C -2.85411 4.38061 -0.39097 -0.27
C -3.09826 -1.15601 1.74391 1.02
C -2.35384 -2.90277 3.17396 -0.26
C 4.29721 -1.77237 2.21942 -0.26
C 3.12409 -3.31576 0.95958 1.01
C 0.60539 2.89748 4.33140 -0.25
C 2.03847 -5.19597 -0.09850 -0.26
C -1.23807 -2.44830 -3.90792 1.01
C 4.56785 3.89887 1.66236 -0.27
C -2.54194 -3.80471 -2.29812 -0.25
C 0.07834 -1.64762 -5.78192 -0.26
H -3.35014 -3.10408 -2.08826 0.19
H 0.46919 2.75313 5.40317 0.21
H -0.06315 3.72474 4.09313 0.20
H -1.35496 -2.46739 3.14630 0.21
H -2.26464 -3.61982 2.35786 0.19
H 2.33826 -6.21860 -0.32753 0.21
H 4.18252 4.71731 1.05427 0.19
H -0.03025 -0.60397 -5.48678 0.20
H 0.21661 2.04837 3.76928 0.19
H 5.13092 -1.81095 2.92051 0.22
H 1.14046 -1.88033 -5.70555 0.20
H 4.68478 -1.06708 1.48425 0.20
H -1.79264 -3.63868 -1.52413 0.19
H -3.79634 4.00500 -0.78998 0.20
H 4.50957 3.06761 0.95970 0.20
H -6.21216 -0.10847 1.46617 0.21
H 5.64402 4.01905 1.78679 0.22
H 1.95747 -4.65440 -1.04096 0.19
H 1.10926 5.45067 -4.05753 0.22
H -5.57641 -0.95049 2.90048 0.20
H 1.21728 3.96252 -2.91249 0.21
H -0.17297 -1.74034 -6.83849 0.21
H 3.31788 -1.55347 2.64497 0.20
H -2.64152 -3.33844 4.13079 0.22
H -2.99747 -4.78821 -2.18269 0.21
H 1.08632 -5.28384 0.42475 0.19
H -2.40958 3.50118 0.07498 0.19
H -2.88450 5.04994 0.46877 0.21
H -6.05396 -1.85902 1.61295 0.20
H 0.53706 3.82394 -4.40624 0.19

Record 2
62
Properties=species:S:1:pos:R:3:nbo_charge:R:1 method="wB97M-V/def2-TZVPD" de_lowest_kcal_mol=557.5 e_homo_ev=-7.56 largest_force_ev_per_a=18.35 gap_ev=8.298 e_tot_ha=-1265.27963
O -2.21632 6.89972 -4.60232 -0.69
N 1.27188 -2.05149 1.59281 -0.23
N 1.30426 -1.41297 0.49235 -0.23
N 1.43789 -5.36544 4.59845 -0.17
N 1.53511 -4.13969 5.03811 -0.31
C 0.22652 -0.81964 -0.16606 0.23
C 1.36017 -5.16899 3.42098 0.27
C -1.63739 4.73280 -2.00262 0.01
C 1.27332 -6.50359 2.34777 -0.61
C -1.72933 -0.43257 -1.12071 -0.32
C 1.38328 -3.20651 4.16013 0.17
C -0.76844 0.76948 -1.53646 -0.30
C 1.51484 1.16105 -0.91698 -0.29
C -1.08503 1.92943 -0.75133 -0.13
C 1.31606 2.40980 -1.89991 -0.51
C -0.48147 5.33524 -4.19975 -0.28
C 1.36064 -6.72833 5.22489 -0.43
C 0.36220 3.08238 -1.35568 -0.15
C -2.49026 4.07579 -0.62623 -0.39
C -1.14836 -1.16325 -0.05290 -0.51
C -0.61394 3.94098 -2.27503 -0.06
C 0.14711 4.46144 -3.46937 -0.14
C 0.40924 0.05668 -1.36282 -0.07
C -2.52529 2.67112 -0.71715 -0.41
C 1.21783 -3.99412 3.05791 -0.25
C 0.98168 -3.42809 1.79482 0.00
C 1.36966 -1.87400 4.46762 -0.63
C 0.98447 -0.82529 -2.65281 -0.56
C -1.53995 6.10520 -3.74868 0.32
C -2.35653 5.56640 -2.70667 -0.25
H 0.41944 -6.96663 2.51925 0.20
H 2.41380 -7.20078 5.16224 0.23
H 1.63169 -6.36713 6.32081 0.24
H -3.44840 4.42051 -0.51697 0.20
H 0.53991 3.70993 -0.36908 0.22
H 0.87490 4.01248 -3.74639 0.17
H 0.96585 -6.14895 1.30335 0.22
H -3.37460 5.86262 -2.43078 0.23
H 1.62443 -1.59713 5.62492 0.23
H 1.96751 -7.09919 2.49034 0.19
H 1.97374 -1.41377 3.81627 0.24
H -0.83009 1.88674 0.28475 0.19
H 1.07289 -0.12412 -3.31037 0.19
H 1.53136 1.19475 0.05613 0.19
H 0.57864 -7.32065 5.28229 0.21
H 0.43234 -1.40899 4.14622 0.24
H 2.65431 0.63065 -1.47421 0.17
H -1.15419 1.10588 -2.61078 0.22
H -2.76651 2.26522 -1.73668 0.19
H -1.84445 7.32877 -5.32221 0.49
H -1.94357 4.41164 0.37395 0.19
H 2.22033 2.94910 -1.97450 0.23
H 1.13550 2.08910 -2.81566 0.21
H -1.50462 -2.22267 0.20003 0.26
H 1.89462 -1.34498 -2.26978 0.24
H 1.13191 -3.98522 0.77550 0.18
H -3.04585 2.30926 -0.04405 0.19
H -1.35983 -0.48637 0.94747 0.22
H -2.85993 0.02776 -0.98364 0.18
H 0.09351 -1.50005 -2.89460 0.20
H 0.11358 5.83602 -5.06879 0.19
H -2.00207 -0.93736 -1.76742 0.17

Record 3
29
Properties=species:S:1:pos:R:3:nbo_charge:R:1 method="wB97M-V/def2-TZVPD" de_lowest_kcal_mol=23.9 total_charge=+1 e_homo_ev="-13.18 / -13.18" s2=2.004 largest_force_ev_per_a=4.73 spin_multiplicity=3 gap_ev="7.739 / 7.242" e_tot_ha=-7902.94910
Y -1.66628 -1.00852 1.63340 2.33
As -3.35066 0.53192 -1.48507 2.84
Ni -0.41290 2.20635 -0.58443 1.60
Cl 3.63950 -1.93363 -1.91617 0.00
Cl 3.62521 0.50279 -3.54028 -0.01
Cl 2.86832 4.68651 3.44728 -0.01
Cl -1.09859 -3.65923 1.39972 -0.02
Cl 2.08920 2.10002 4.48943 -0.02
Cl -1.14329 -3.83393 -1.49626 0.05
P 0.54556 0.20361 0.87690 2.49
F -3.07352 -0.56814 -2.76623 -0.56
F -5.02960 0.12326 -1.45742 -0.58
F -1.64869 1.10073 -1.68973 -0.67
F -2.95475 -0.69358 -0.20258 -0.67
F -3.51697 1.58721 -0.09575 -0.61
F -3.68757 1.92697 -2.50578 -0.60
O -0.90375 0.80263 0.61522 -1.28
O 1.17940 1.30419 -0.01156 -1.14
O 0.13301 0.05739 2.38541 -1.14
O 0.12155 -1.21621 0.38371 -1.17
C -0.21052 -4.16221 -0.03584 -0.40
C 2.01930 3.15463 3.04756 -0.38
C 3.02444 -0.30970 -2.07485 -0.41
H 0.09373 -5.20231 0.04611 0.26
H 0.71952 -3.59869 -0.06921 0.26
H 1.96142 -0.40219 -2.28665 0.21
H 3.13913 0.27179 -1.16825 0.22
H 0.98234 3.36614 2.81592 0.21
H 2.55550 2.66221 2.24543 0.22